{
  "formula": "C21H60O13",
  "method": "ωB97M-V/def2-TZVPD",
  "mol_weight_g_mol": 520.70,
  "de_lowest_kcal_mol": 26.1,
  "lumo_energy_ev": 0.08,
  "energy_ev": -49363.295,
  "homo_ev": -9.22,
  "species": ["O", "H", "O", "C", "O", "C", "C", "C", "C", "O", "H", "H", "H", "H", "H", "H", "H", "H", "H", "H", "H", "C", "C", "O", "C", "H", "H", "C", "H", "O", "H", "H", "H", "H", "H", "H", "H", "O", "H", "H", "H", "H", "H", "H", "H", "H", "H", "H", "O", "C", "H", "H", "O", "H", "H", "H", "C", "H", "H", "H", "H", "C", "H", "H", "C", "H", "C", "H", "C", "C", "C", "H", "H", "C", "H", "H", "H", "H", "H", "O", "H", "H", "H", "O", "C", "H", "H", "H", "H", "C", "H", "O", "C", "O"],
  "xyz": [[5.708398, -32.264188, 15.780552], [6.290033, -31.235736, 11.972429], [8.838788, -32.608867, 13.374671], [10.831636, -38.051368, 8.839750], [9.995260, -36.471854, 7.251190], [5.487097, -35.602942, 15.748730], [7.812797, -33.557862, 11.443010], [7.228758, -31.248350, 12.522792], [7.114802, -26.965385, 11.062096], [7.683897, -28.225388, 11.216244], [5.496210, -32.225388, 17.822784], [5.996735, -29.615284, 9.843576], [10.596943, -32.708225, 11.622055], [12.087722, -30.923598, 11.663266], [5.670240, -31.127386, 9.011238], [5.164024, -31.966915, 15.034534], [7.845166, -30.446586, 12.111243], [11.902877, -38.094693, 8.610555], [5.688151, -28.978942, 13.881200], [8.244440, -28.663000, 13.979955], [8.453310, -33.374288, 16.284950], [5.919898, -35.456297, 8.428558], [4.085381, -33.364155, 11.849333], [9.718849, -31.735742, 16.090633], [11.399351, -31.081642, 10.825084], [4.045783, -31.704604, 16.953000], [3.794982, -32.165242, 10.347433], [9.972955, -35.706403, 9.486357], [8.069933, -28.861383, 17.955763], [3.867509, -37.204704, 15.056966], [5.287785, -34.660119, 10.057141], [3.357967, -30.119052, 12.777033], [7.037625, -31.015281, 13.562458], [4.778454, -34.177285, 12.065529], [8.741661, -27.263179, 17.810013], [9.582540, -33.031400, 17.603409], [10.472048, -34.758674, 9.306156], [7.413223, -27.246968, 15.741077], [5.274831, -29.217900, 12.204308], [4.791407, -34.801472, 15.486562], [6.747537, -34.768844, 8.204875], [7.694273, -34.514515, 11.967965], [8.077883, -32.062786, 17.395348], [7.799216, -26.272211, 10.575403], [6.255680, -36.440337, 8.113225], [10.306167, -37.283273, 14.489585], [5.491021, -35.707203, 16.831283], [5.453995, -30.619651, 17.083784], [3.858186, -29.877114, 13.556428], [8.150478, -28.115694, 15.985815], [5.752456, -38.633092, 13.992327], [10.806985, -38.161756, 9.929724], [4.200541, -33.042756, 10.480987], [6.212182, -27.024026, 10.427095], [5.266060, -29.621096, 8.198406], [6.820881, -26.625135, 12.044028], [10.215172, -36.728302, 8.403979], [9.327344, -31.626648, 15.209126], [11.923947, -30.877450, 9.892341], [4.393473, -32.523522, 12.498498], [6.566106, -37.150082, 13.532534], [8.903045, -32.574243, 16.890113], [8.167797, -30.055137, 15.092944], [10.785055, -36.101490, 13.300285], [5.282441, -30.116118, 9.175295], [10.219371, -36.136250, 10.449384], [10.041785, -36.867413, 13.502650], [8.219057, -28.404246, 10.435231], [5.139903, -31.667374, 16.953933], [7.978846, -32.525805, 12.541939], [8.739953, -28.238752, 17.330922], [9.689076, -29.127615, 14.957039], [10.602821, -30.308810, 10.908395], [6.129290, -37.692675, 14.382755], [9.041133, -36.428177, 13.575699], [3.645485, -29.344212, 9.878131], [6.924608, -33.362300, 10.848707], [9.691719, -28.760764, 17.335065], [6.915919, -37.887538, 15.121894], [5.678549, -35.525430, 9.826680], [9.633636, -38.646519, 12.714803], [6.470789, -35.236589, 15.435170], [4.444883, -27.925932, 13.093192], [10.876275, -32.389107, 10.752800], [5.042478, -36.868806, 15.042775], [3.068448, -33.649991, 12.115916], [8.888638, -35.520805, 9.445826], [10.344064, -38.917943, 8.399892], [5.015000, -35.178008, 7.894600], [8.603466, -29.073275, 14.922983], [8.726579, -33.654688, 10.873717], [3.999168, -30.238307, 9.769644], [4.858109, -28.932494, 13.185491], [10.134154, -37.871605, 12.445230]],
  "forces_ev_per_a": [[-0.5, 0.4, 0.0], [0.0, -0.2, -0.1], [1.3, -0.9, 1.1], [0.1, -0.2, 0.8], [-0.3, -0.1, -0.6], [0.1, 0.6, -0.6], [-0.5, -0.2, 1.4], [-1.0, 0.4, -0.1], [-0.8, 0.5, -0.6], [0.7, -1.0, -0.1], [0.0, 0.0, -0.2], [-0.2, 0.1, -0.1], [0.1, 0.3, 0.0], [0.0, -0.2, -0.1], [-0.2, 0.1, 0.1], [0.2, 0.0, 0.2], [0.1, -0.1, 0.0], [-0.2, 0.2, -0.4], [-0.1, 0.2, 0.3], [0.2, -0.2, -0.2], [0.1, 0.1, 0.1], [0.5, -0.2, 0.3], [0.3, 0.3, 0.7], [-0.1, 0.4, -0.1], [-0.4, 0.7, 0.2], [0.1, 0.0, -0.1], [0.3, -0.4, -0.2], [-0.8, -0.4, 0.0], [0.2, 0.1, -0.3], [1.2, 0.3, -0.2], [0.1, -0.6, -0.1], [-0.1, 0.0, -0.2], [-0.2, 0.3, 0.1], [-0.2, -0.2, 0.0], [0.3, 0.0, 0.0], [-0.2, 0.0, 0.3], [0.2, 0.0, -0.1], [-3.1, 3.3, -1.0], [0.0, 0.2, 0.2], [-0.1, -0.1, 0.2], [-0.2, 0.1, -0.1], [-0.1, 0.0, -0.3], [0.2, 0.2, 0.0], [0.1, 0.2, 0.2], [-0.1, -0.1, -0.1], [-0.1, -0.1, -0.3], [-0.1, -0.2, 0.1], [-0.1, -0.2, -0.2], [0.2, -0.1, 0.5], [2.5, -2.5, 0.2], [-0.2, -0.1, 0.1], [-0.3, 0.0, -0.2], [-0.1, 0.5, -0.2], [0.1, 0.1, 0.2], [-0.2, 0.1, 0.2], [0.0, 0.3, 0.2], [1.0, -0.1, 0.3], [0.1, -0.4, 0.3], [0.1, -0.1, 0.0], [-0.2, -0.1, -0.2], [0.0, 0.1, 0.3], [0.1, -0.5, -0.6], [0.1, 0.0, 0.1], [-0.1, 0.1, -0.3], [0.8, -0.4, -0.1], [0.0, 0.3, 0.3], [0.2, -0.9, -0.1], [0.0, -0.1, 0.1], [0.2, 0.1, 0.1], [0.1, 0.5, -1.8], [-0.2, -0.8, 1.5], [0.0, -0.3, -0.2], [0.2, -0.4, 0.0], [0.0, 0.0, -0.1], [0.1, 0.0, -0.2], [0.0, -0.3, 0.0], [0.2, 0.0, -0.2], [0.2, 0.2, 0.0], [0.0, 0.1, -0.2], [-0.2, 0.7, 0.1], [0.0, 0.0, 0.1], [0.0, -0.3, 0.1], [0.1, 0.1, 0.3], [-0.1, -0.3, 0.0], [-0.8, -0.3, 0.3], [0.0, -0.2, 0.0], [0.2, 0.1, 0.2], [0.0, 0.1, -0.3], [0.0, 0.1, -0.2], [-0.3, 0.3, -0.2], [0.1, 0.3, -0.3], [-0.2, 0.4, 0.1], [0.0, -0.4, -1.2], [0.0, 0.9, 0.8]]
}



{
  "formula": "C21H61BBrI2N9O4P4",
  "method": "ωB97M-V/def2-TZVPD",
  "mol_weight_g_mol": 972.20,
  "de_lowest_kcal_mol": 0.0,
  "lumo_energy_ev": -1.11,
  "energy_ev": -168438.631,
  "homo_ev": -7.76,
  "species": ["C", "C", "C", "C", "H", "H", "H", "H", "H", "H", "H", "H", "H", "H", "H", "N", "O", "P", "C", "H", "C", "C", "H", "H", "H", "C", "N", "H", "O", "H", "H", "C", "C", "N", "H", "N", "O", "H", "H", "H", "H", "N", "H", "P", "H", "N", "N", "B", "H", "H", "C", "H", "C", "H", "H", "H", "H", "H", "C", "H", "H", "I", "C", "H", "O", "H", "H", "H", "H", "P", "H", "H", "I", "H", "H", "H", "C", "H", "H", "N", "H", "H", "C", "C", "H", "P", "H", "H", "C", "H", "C", "N", "H", "H", "H", "Br", "H", "H", "C", "H", "H", "C", "H"],
  "xyz": [[-2.701344, -3.383529, -2.118062], [-4.808691, -0.816165, 3.368067], [-5.364806, -3.033325, 3.983219], [3.848682, 5.204364, -3.118483], [-3.463319, -0.303308, 6.147322], [0.053578, 7.332639, 1.577692], [-2.152991, 0.698003, 4.075329], [-0.576476, -1.077282, -5.640097], [4.010570, 5.935861, -3.915377], [1.824768, -3.629356, -5.435497], [-3.222405, -4.328560, -1.967475], [5.606851, 3.056199, -3.828283], [0.857266, 4.149447, -4.422171], [-0.637764, 5.657707, 4.678179], [1.242094, -4.397208, -2.049120], [3.652393, 1.239431, -2.640187], [-0.145009, -0.647578, -3.163043], [2.812812, 2.744303, -2.678115], [-2.564036, -0.931915, 6.203244], [1.174735, -0.973401, -5.407810], [0.033950, -1.728763, -0.453265], [4.822631, 3.495296, -4.458577], [-0.208092, -0.698988, -0.715935], [2.116021, 3.687227, -5.579939], [2.966611, 5.526316, -2.566744], [1.443393, -3.445605, -4.429281], [1.796941, 2.262555, -4.030239], [0.574179, 2.886986, -5.631153], [-1.392205, -2.621505, 2.989258], [-2.726897, -4.940359, -4.054797], [4.156026, -0.294918, -1.279089], [0.726906, 5.980478, 3.072702], [1.316271, 3.310378, -4.950172], [0.232583, -2.648168, -4.484507], [0.890292, -1.688748, 0.222607], [0.350695, -2.512602, -1.646761], [3.300909, 3.303285, -1.359853], [1.241371, -4.440823, -4.025229], [-5.270317, -3.813502, 4.731192], [1.504417, -3.774160, -0.453156], [-1.578720, -3.895884, 6.122834], [-4.343066, -1.983740, 4.161622], [-0.816347, -2.142434, 0.104219], [-2.675637, -2.362216, 3.744852], [4.471047, 0.964984, -4.579478], [-2.852927, -3.947944, 4.423389], [3.652340, 3.876850, -3.692582], [1.033552, 4.408492, 5.225127], [4.697815, -0.356676, -3.481312], [-1.173765, 6.184339, 1.987797], [3.981655, 0.411452, -3.783690], [4.558962, 2.801494, -5.260921], [0.758696, -3.845924, -1.247756], [-1.249940, -5.159659, 3.711957], [2.433212, -0.238681, -1.698407], [-6.359480, -2.603939, 4.123797], [0.847023, 0.728109, -2.873620], [-0.797759, 7.572756, 3.104539], [-1.420574, -0.094876, 4.277687], [3.109112, -0.102628, -4.209696], [-3.331255, -3.732939, 6.464765], [-1.074827, 3.489724, 3.177956], [0.087404, 5.046554, 4.129809], [-2.799423, -1.807513, 6.800831], [3.102699, 2.923971, 3.844143], [-0.949084, -0.364022, 3.333038], [2.234617, -2.959084, -3.844450], [3.137494, 0.962717, -0.605009], [-2.686929, -5.278666, 6.036902], [-0.563627, -2.098026, -3.044180], [-2.814122, -5.980416, 3.890217], [-1.815774, -0.380712, 6.777762], [1.700512, 4.925972, 1.475372], [-5.788188, -0.487169, 3.713215], [1.356047, 6.711218, 3.576761], [-5.325362, -3.488418, 2.990939], [0.336775, -1.665016, -5.558023], [-2.554778, -4.877901, 2.551308], [-3.400833, -2.655663, -2.538714], [-1.515298, -3.578028, -2.992221], [5.241597, 4.363158, -4.971953], [-4.131675, 0.032635, 3.486840], [3.323387, 0.375937, -1.504214], [-2.027956, -4.126688, -4.262561], [-0.637298, 0.325691, 4.913176], [2.935435, 3.969763, 5.130284], [4.707232, 5.239588, -2.437686], [-0.066363, 2.236473, -2.958323], [-2.586268, -4.212687, 5.824724], [0.513570, 4.114671, 6.256361], [0.581927, 1.562555, -3.526042], [-2.021163, -1.267431, 4.902182], [-4.867990, -1.047956, 2.301033], [-1.233246, -4.563516, -4.858147], [2.846973, 2.036928, 4.138740], [4.054547, 5.832135, 4.523449], [0.476398, -2.171864, -6.516694], [-2.403594, -3.026703, -1.129291], [-0.404222, 6.817122, 2.424132], [-0.070907, -4.454892, -0.864403], [0.014809, 1.140404, -4.354531], [-2.334302, -5.040101, 3.605600], [-2.546203, -3.374740, -4.861846]],
  "forces_ev_per_a": [[0.2, -0.2, 0.6], [0.2, 0.5, 0.4], [-0.1, -0.3, 0.2], [-0.1, -0.1, 0.2], [0.0, 0.0, 0.0], [-0.2, 0.3, 0.1], [0.0, 0.1, 0.2], [0.0, 0.1, 0.0], [0.0, -0.1, -0.1], [-0.1, 0.2, -0.1], [0.0, 0.0, -0.1], [0.1, 0.0, -0.1], [-0.1, 0.0, -0.1], [-0.2, -0.2, -0.1], [-0.2, 0.1, -0.1], [-0.3, -0.3, 0.4], [-4.6, -1.3, 0.7], [6.0, -0.5, -2.9], [-0.5, 0.1, 0.1], [0.0, 0.1, 0.0], [0.0, 0.5, 0.0], [-0.2, -0.4, -0.3], [0.0, 0.0, -0.1], [0.1, 0.1, 0.2], [0.1, 0.0, 0.1], [-0.1, -0.4, 0.3], [-2.1, 1.4, 1.9], [-0.1, -0.2, 0.2], [-2.1, 1.3, -2.8], [-0.1, 0.2, 0.3], [0.0, 0.0, -0.1], [-2.0, 0.0, -0.2], [0.2, 0.2, -0.3], [0.0, 0.0, -0.5], [0.0, -0.1, 0.0], [-0.4, 0.3, 0.2], [-3.6, -0.2, 0.7], [0.0, 0.1, 0.1], [0.3, 0.0, -0.1], [-0.1, 0.2, 0.0], [0.0, 0.0, 0.1], [-0.1, 0.3, -3.1], [0.1, -0.1, 0.1], [2.4, -2.4, 6.1], [-0.2, 0.1, 0.0], [-0.2, -0.5, -0.1], [0.1, 0.5, -0.2], [-0.8, 0.2, -1.3], [0.0, 0.0, 0.2], [-0.2, 0.0, 0.3], [-0.3, 0.0, -0.4], [0.0, -0.1, 0.1], [-0.3, -0.5, -0.1], [0.0, 0.0, -0.1], [0.1, -0.1, -0.1], [0.1, 0.3, -0.1], [0.4, 0.9, -0.2], [-0.2, -0.2, 0.1], [0.5, 0.0, -0.2], [0.0, 0.0, 0.0], [0.1, 0.1, 0.0], [0.0, 0.0, 0.7], [1.0, 0.6, 0.1], [-0.1, -0.1, -0.2], [-0.5, 0.5, 0.0], [0.0, -0.1, 0.0], [0.1, -0.1, 0.0], [0.0, 0.1, -0.1], [0.1, 0.0, -0.2], [6.3, -3.1, -0.6], [-0.1, 0.1, 0.1], [0.1, 0.0, -0.2], [0.5, 0.4, 0.1], [0.0, -0.1, 0.0], [0.6, -0.4, -0.1], [-0.1, 0.0, 0.0], [-0.1, 0.2, 0.1], [0.1, 0.0, 0.0], [-0.1, -0.1, 0.0], [-2.3, 2.1, -0.3], [-0.1, 0.1, 0.2], [0.1, -0.1, 0.0], [0.0, 0.2, 0.4], [0.1, -0.2, -0.3], [-0.1, 0.0, 0.1], [1.1, -0.9, 1.0], [0.0, 0.1, 0.1], [-0.1, 0.1, -0.1], [-0.3, 0.4, 0.2], [0.1, -0.1, 0.1], [0.8, 0.2, 0.0], [-0.1, 0.3, -0.5], [-0.2, 0.0, 0.0], [0.1, 0.2, 0.0], [0.3, 0.1, 0.0], [-0.6, -0.3, -0.2], [0.0, -0.1, 0.1], [0.1, 0.0, -0.1], [1.1, 0.0, -0.7], [0.0, 0.0, 0.0], [0.2, 0.2, 0.1], [0.1, 0.1, -0.2], [-0.1, -0.1, -0.1]]
}



Which formula does entry 2 have?
C21H61BBrI2N9O4P4